21
Properties=species:S:1:pos:R:3:forces:R:3:lowdin_spin:R:1 method="wB97M-V/def2-TZVPD" multiplicity=2 charge=+1 s2=0.76 e_above_lowest_kcal_mol=41.2 lumo_energy_ha="-0.122 / -0.284"
C -1.968 -1.556 -0.366 3.627 -0.652 3.877 0.020
C -0.867 -0.918 -1.213 -1.798 0.046 0.119 0.071
C -1.465 0.335 -1.956 -2.554 0.191 0.631 0.074
N 0.336 -0.564 -0.494 -0.264 0.679 0.781 0.590
C 0.691 0.043 0.800 -1.108 -0.174 1.941 0.047
N 1.455 1.246 0.676 0.832 1.506 -4.183 0.120
H -2.767 -1.702 -0.958 -2.704 -0.721 -2.150 0.001
H -2.355 -0.954 0.537 0.994 -0.858 -1.266 0.000
H -1.498 -2.574 -0.063 -1.366 1.563 0.026 0.001
H -0.607 -1.676 -1.999 0.220 0.885 0.621 0.009
H -2.436 0.075 -2.603 2.300 0.352 1.666 0.008
H -0.684 0.571 -2.566 1.715 1.135 -2.388 0.000
H -1.651 1.278 -1.340 -0.001 -1.624 -0.331 0.000
H 1.205 -0.585 -1.000 0.259 -0.256 -0.757 0.009
H 1.352 -0.700 1.240 0.221 -0.354 0.186 0.033
H -0.029 0.255 1.666 -0.232 -0.858 -2.092 0.007
H 1.268 1.770 -0.282 -0.126 -1.019 2.652 -0.003
H 2.444 1.016 0.542 -0.047 0.106 0.536 0.003
H 1.841 1.209 3.300 0.515 0.074 0.341 0.000
H 2.930 2.096 2.717 -0.024 -1.251 1.338 0.000
O 2.805 1.336 3.362 -0.458 1.229 -1.548 0.006



11
Properties=species:S:1:pos:R:3:forces:R:3:lowdin_charge:R:1 method="wB97M-V/def2-TZVPD" e_above_lowest_kcal_mol=56.3 lumo_energy_ha=-0.017
C -0.931 -0.270 1.301 -1.167 0.590 -0.215 -0.298
C -2.040 -0.492 1.846 -1.013 -0.359 0.402 0.242
C 0.335 0.258 0.784 1.905 0.583 1.474 -0.167
C 0.546 0.805 -0.575 -2.005 -2.353 0.178 -0.151
C 0.241 -1.158 1.133 0.338 -1.779 0.488 -0.275
C -0.115 0.273 -1.579 -0.267 0.739 -3.157 -0.427
O 0.565 -2.286 1.316 0.176 1.203 -0.530 0.190
Br 0.263 0.979 -3.445 -0.267 -0.540 1.663 0.545
H 0.832 0.795 1.625 -0.086 -0.120 -0.851 0.178
H 1.236 1.562 -0.665 1.438 1.467 -0.419 0.083
H -0.931 -0.466 -1.742 0.949 0.568 0.967 0.079



9
Properties=species:S:1:pos:R:3:forces:R:3:lowdin_charge:R:1 method="wB97M-V/def2-TZVPD" e_above_lowest_kcal_mol=31.4 smiles="CC#CC=O" lumo_energy_ha=0.013
C -1.814 0.240 -0.076 -0.048 0.019 0.009 -0.093
C -0.364 0.075 -0.033 0.489 -0.097 0.043 -0.061
C 0.835 -0.066 0.007 -0.520 0.098 -0.035 0.027
C 2.263 -0.300 0.109 0.218 0.184 -0.105 -0.291
O 3.112 0.435 -0.344 -0.371 -0.293 0.175 0.051
H -2.088 1.297 -0.010 0.066 -0.144 -0.017 0.083
H -2.288 -0.295 0.752 0.079 0.073 -0.121 0.082
H -2.214 -0.157 -1.014 0.082 0.053 0.120 0.085
H 2.534 -1.226 0.650 0.006 0.107 -0.069 0.117



31
Properties=species:S:1:pos:R:3:forces:R:3:lowdin_charge:R:1 method="wB97M-V/def2-TZVPD" e_above_lowest_kcal_mol=34.7 lumo_energy_ha=0.033
H 2.599 2.892 0.935 0.295 -0.782 -0.396 0.044
N 2.531 1.900 0.661 -0.580 -0.282 0.144 0.109
C 2.742 1.720 -0.587 0.344 0.784 0.166 -0.519
C 3.223 2.841 -1.477 0.098 0.024 -0.487 -0.044
N 2.619 0.497 -1.221 -0.060 0.204 0.730 0.008
C 1.952 -0.611 -0.545 -0.081 0.272 1.077 -0.273
C 1.962 -1.879 -1.364 0.469 -0.142 -0.577 -0.102
H 2.484 3.034 -2.259 0.032 0.121 -0.017 0.074
H 3.410 3.769 -0.919 -0.162 -0.428 -0.126 0.076
H 4.152 2.550 -1.981 -0.113 0.049 0.079 0.078
H 2.520 0.541 -2.216 0.010 0.011 -0.291 0.118
H 2.494 -0.763 0.410 -0.275 0.006 -0.468 0.119
H 0.929 -0.329 -0.248 0.227 -0.079 -0.134 0.094
H 1.545 -2.732 -0.825 -0.028 0.211 0.107 0.068
H 1.390 -1.780 -2.300 0.176 0.045 0.232 0.073
H 3.005 -2.131 -1.619 -0.362 -0.005 -0.034 0.077
C -1.731 -2.353 2.241 0.233 -0.256 -0.409 -0.028
N -1.850 -1.103 2.090 -0.238 -0.351 -0.663 -0.013
O -1.349 -0.697 0.838 -0.461 0.260 0.426 -0.186
C -2.086 0.468 0.421 0.386 0.305 -0.048 -0.225
C -3.255 0.156 -0.501 -0.072 -0.363 -0.185 -0.241
C -4.343 -0.778 0.053 0.206 -0.007 0.290 -0.114
H -2.193 -2.775 3.122 0.287 0.009 0.226 0.067
H -1.243 -3.009 1.494 -0.372 0.450 0.375 0.091
H -2.404 1.030 1.307 0.044 -0.235 -0.070 0.118
H -1.358 1.089 -0.119 -0.116 -0.126 0.106 0.113
H -2.849 -0.288 -1.423 -0.112 0.114 0.147 0.107
H -3.709 1.108 -0.794 0.105 0.008 0.076 0.106
H -3.993 -1.820 0.057 -0.104 0.266 0.072 0.065
H -4.636 -0.519 1.086 0.143 -0.038 -0.416 0.076
H -5.235 -0.726 -0.577 0.081 -0.045 0.068 0.064



73
Properties=species:S:1:pos:R:3:forces:R:3:lowdin_charge:R:1 method="wB97M-V/def2-TZVPD" lumo_energy_ha=-0.003
C 3.505 -5.268 -3.208 -0.505 -0.020 -0.061 -0.103
C 2.256 -5.068 -4.087 0.697 0.049 1.017 -0.228
C 1.579 -3.757 -3.702 0.483 0.181 -0.871 -0.233
O 0.169 -3.682 -3.904 0.405 -0.021 0.343 -0.159
C -0.692 -4.503 -3.220 -1.191 -0.194 -0.386 -0.842
I -0.032 -5.257 -1.319 0.292 0.021 -0.020 1.127
C -1.235 -5.567 -4.164 -0.559 -0.357 0.095 -0.226
C -2.617 -6.188 -3.814 0.989 -0.103 0.076 -0.471
P -2.597 -8.018 -3.520 -0.793 -0.249 -0.281 0.573
O -1.544 -8.116 -2.285 -0.008 -0.089 0.334 -0.399
Cl -1.447 -8.627 -5.128 -0.006 0.109 0.141 0.257
C -3.326 -5.590 -2.614 -0.549 -0.532 -0.147 -0.272
O -3.458 -4.163 -2.677 0.580 -0.137 -0.595 -0.193
S -2.115 -3.322 -2.856 1.238 1.498 1.122 0.590
O -2.209 -2.401 -3.931 -0.834 -0.508 -1.302 -0.234
O -1.813 -2.696 -1.613 -0.206 -0.289 1.035 -0.333
H 4.341 -4.695 -3.584 0.286 0.090 0.036 0.074
H 3.285 -4.963 -2.193 0.054 0.177 0.305 0.051
H 3.766 -6.316 -3.141 0.277 -0.237 -0.234 0.071
H 1.621 -5.923 -3.903 -0.363 -0.147 -0.261 0.075
H 2.606 -5.028 -5.109 -0.435 -0.234 -0.432 0.109
H 1.882 -3.421 -2.718 -0.381 -0.154 0.536 0.090
H 1.975 -3.006 -4.376 -0.169 0.358 -0.108 0.133
H -1.345 -5.057 -5.113 0.059 0.214 -0.241 0.133
H -0.522 -6.362 -4.338 0.406 0.009 0.112 0.048
H -3.266 -6.074 -4.675 -0.188 0.042 -0.236 0.113
H -1.954 -8.634 -1.574 0.335 0.040 -0.237 0.062
H -2.901 -5.919 -1.674 0.359 0.299 0.258 0.075
H -4.342 -5.965 -2.621 -0.333 0.114 0.048 0.125
C 1.565 1.055 2.002 0.066 -0.008 0.014 -0.096
C 0.906 0.460 0.767 0.126 0.028 0.061 -0.275
N -0.187 1.270 0.271 -0.195 -0.015 -0.042 -0.197
C -1.024 0.580 -0.699 -0.114 -0.180 0.001 -0.239
C -0.396 0.157 -2.029 -0.049 0.161 -0.090 -0.077
C 0.144 2.649 -0.036 0.131 0.204 0.118 -0.250
C 1.273 2.915 -1.040 -0.044 0.098 -0.053 -0.080
H 0.822 1.273 2.770 -0.028 0.034 -0.022 0.076
H 2.285 0.349 2.419 0.013 -0.001 -0.016 0.072
H 2.106 1.975 1.773 -0.002 0.010 0.027 0.059
H 0.500 -0.520 1.034 -0.082 -0.002 -0.093 0.119
H 1.679 0.277 0.003 0.018 -0.030 0.031 0.102
H -1.902 1.201 -0.902 0.059 0.105 0.020 0.114
H -1.416 -0.318 -0.213 0.078 -0.023 0.037 0.104
H -0.220 1.010 -2.685 0.087 0.000 0.029 0.059
H -1.079 -0.513 -2.543 -0.005 -0.027 -0.057 0.040
H 0.545 -0.377 -1.889 0.004 0.008 0.027 0.069
H 0.403 3.151 0.901 0.030 -0.054 0.011 0.085
H -0.765 3.151 -0.375 -0.055 -0.105 -0.053 0.115
H 2.164 2.325 -0.822 -0.010 -0.022 0.017 0.065
H 1.562 3.968 -0.994 -0.007 0.000 0.017 0.068
H 0.969 2.711 -2.066 0.035 -0.082 -0.002 0.054
C 1.777 3.935 4.807 -0.014 -0.073 -0.024 -0.089
C 0.559 4.665 5.352 0.030 -0.131 -0.064 -0.274
N 0.562 6.080 5.033 -0.012 0.149 0.068 -0.202
C -0.407 6.848 5.793 -0.065 0.066 0.173 -0.253
C -1.895 6.542 5.586 -0.037 0.102 0.014 -0.087
C 0.666 6.401 3.621 0.142 -0.052 -0.230 -0.245
C -0.384 5.816 2.667 -0.004 0.084 -0.049 -0.082
H 2.699 4.425 5.120 -0.013 0.056 -0.018 0.080
H 1.793 2.911 5.184 -0.017 -0.015 -0.018 0.073
H 1.763 3.879 3.717 0.031 -0.009 -0.002 0.052
H 0.560 4.566 6.440 -0.063 0.106 0.020 0.117
H -0.350 4.155 4.995 0.017 -0.044 0.025 0.103
H -0.232 7.910 5.600 0.031 -0.014 -0.094 0.110
H -0.174 6.706 6.853 0.027 -0.082 -0.014 0.108
H -2.257 6.903 4.625 0.008 -0.059 -0.033 0.054
H -2.481 7.045 6.358 0.013 -0.001 0.012 0.069
H -2.108 5.475 5.659 0.020 -0.016 -0.017 0.066
H 1.652 6.078 3.274 -0.006 -0.055 0.044 0.101
H 0.681 7.489 3.518 -0.077 0.024 0.108 0.114
H -0.536 4.748 2.828 0.009 -0.005 0.019 0.061
H -0.050 5.943 1.635 0.016 -0.001 0.002 0.069
H -1.347 6.317 2.756 -0.034 -0.060 0.047 0.055



17
Properties=species:S:1:pos:R:3:forces:R:3:lowdin_charge:R:1 method="wB97M-V/def2-TZVPD" e_above_lowest_kcal_mol=32.5 smiles="C=CN.NCN" lumo_energy_ha=0.038
C -1.812 0.472 0.441 -0.333 0.315 -0.401 -0.065
C -1.873 -0.701 -0.186 0.810 -0.171 -0.068 -0.320
N -1.831 -1.948 0.406 -0.229 0.481 0.241 0.043
H -1.995 0.606 1.498 0.203 -0.148 0.149 0.047
H -1.596 1.356 -0.146 -0.304 0.024 0.073 0.042
H -1.764 -0.757 -1.262 -0.010 0.154 -0.085 0.101
H -2.027 -1.926 1.398 -0.097 -0.511 -0.230 0.088
H -2.172 -2.717 -0.144 -0.166 -0.092 0.320 0.078
N 1.492 0.344 0.890 0.107 0.313 0.160 0.004
C 1.984 1.098 -0.223 0.205 -0.657 -0.139 -0.373
N 1.738 0.545 -1.569 -0.139 0.095 0.200 -0.017
H 1.996 -0.439 1.257 -0.015 0.023 -0.037 0.058
H 0.599 0.563 1.285 -0.065 -0.236 -0.098 0.029
H 1.569 2.097 -0.170 -0.073 0.241 -0.141 0.101
H 3.066 1.185 -0.140 0.108 0.095 0.098 0.094
H 1.858 -0.463 -1.510 0.050 0.099 -0.096 0.053
H 0.767 0.686 -1.826 -0.051 -0.025 0.053 0.036